1.
97
Properties=species:S:1:pos:R:3:mulliken_charge:R:1 method="wB97M-V/def2-TZVPD" lumo_energy_ev=0.42 homo_ev=-8.7 energy_ev=-143610.6564 mol_weight_g_mol=716.8 smiles="C=C[C@H]1C[C@@](N=C=S)([C@@H](Br)CC)S(=O)(=O)O[C@@H]1O.C1CCOC1.C1CCOC1.C1CCOC1.C1CCOC1.C1CCOC1"
C 1.679 0.779 -2.576 -0.927
C 0.502 0.912 -3.214 -0.689
C 0.087 0.007 -4.380 2.135
C -0.683 -1.264 -3.907 -2.483
C -2.189 -1.364 -4.182 1.629
N -2.565 -2.784 -4.216 -0.817
C -2.275 -3.522 -3.305 0.351
S -1.816 -4.520 -2.202 -0.359
C -3.180 -0.650 -3.208 -0.564
Br -2.307 0.066 -1.607 -0.040
C -4.136 0.429 -3.729 -1.061
C -3.552 1.770 -4.178 -0.890
S -2.331 -0.940 -5.978 1.655
O -1.541 -1.953 -6.615 -0.729
O -3.694 -0.885 -6.399 -0.712
O -1.603 0.433 -6.250 -0.456
C -0.565 0.942 -5.398 -0.570
O 0.445 1.403 -6.255 -0.472
H 2.291 1.649 -2.371 0.258
H 2.034 -0.211 -2.307 0.271
H -0.219 1.671 -2.913 0.228
H 1.035 -0.328 -4.790 -0.292
H -0.255 -2.115 -4.436 0.508
H -0.442 -1.427 -2.859 0.955
H -3.830 -1.422 -2.811 0.590
H -4.821 0.019 -4.469 0.418
H -4.769 0.658 -2.869 0.553
H -3.444 1.852 -5.258 0.278
H -2.636 2.030 -3.652 0.097
H -4.268 2.549 -3.908 0.448
H -0.943 1.822 -4.884 0.343
H 0.421 2.363 -6.284 0.334
C -1.924 3.413 2.348 -0.178
C -3.327 3.322 1.753 -0.660
C -3.056 3.600 0.280 -0.330
O -1.743 3.105 0.012 -0.343
C -1.078 2.801 1.243 -0.360
H -1.815 2.894 3.300 0.023
H -1.651 4.460 2.496 0.289
H -3.720 2.310 1.880 0.255
H -4.039 4.020 2.191 0.381
H -3.071 4.675 0.070 0.267
H -3.767 3.106 -0.384 0.192
H -1.021 1.712 1.347 0.169
H -0.063 3.197 1.211 0.301
C -1.005 1.746 7.134 -0.678
C -1.070 0.222 7.137 -0.561
C -1.066 -0.092 5.647 -0.442
O -0.312 0.942 5.011 -0.438
C -0.090 2.012 5.948 0.126
H -0.627 2.174 8.061 0.355
H -1.999 2.162 6.948 0.289
H -0.175 -0.188 7.610 0.260
H -1.942 -0.181 7.651 0.354
H -2.083 -0.083 5.237 0.286
H -0.611 -1.057 5.420 0.234
H 0.958 1.993 6.244 -0.008
H -0.299 2.968 5.463 0.281
C 4.953 3.821 6.743 -0.558
C 4.766 3.401 8.199 -0.566
C 3.248 3.349 8.311 -0.470
O 2.759 2.981 7.018 -0.318
C 3.816 3.076 6.058 -0.500
H 5.930 3.567 6.334 0.330
H 4.812 4.899 6.644 0.271
H 5.191 2.408 8.359 0.275
H 5.218 4.084 8.916 0.338
H 2.835 4.329 8.572 0.270
H 2.902 2.620 9.045 0.283
H 4.119 2.062 5.775 0.303
H 3.448 3.587 5.168 0.300
C 4.441 -0.122 -7.676 -0.566
C 5.514 -0.982 -7.012 -0.556
C 5.390 -0.560 -5.554 -0.504
O 4.020 -0.210 -5.350 -0.353
C 3.352 -0.112 -6.613 -0.115
H 4.094 -0.511 -8.632 0.358
H 4.821 0.889 -7.837 0.278
H 5.264 -2.040 -7.120 0.261
H 6.515 -0.827 -7.413 0.352
H 6.008 0.320 -5.342 0.276
H 5.666 -1.352 -4.856 0.266
H 2.687 -0.977 -6.720 0.231
H 2.745 0.789 -6.630 0.071
C -1.877 -6.196 2.320 -0.525
C -2.404 -7.626 2.408 -0.537
C -2.414 -8.042 0.944 -0.412
O -1.347 -7.331 0.310 -0.367
C -0.863 -6.312 1.190 -0.299
H -1.438 -5.831 3.247 0.339
H -2.683 -5.517 2.034 0.249
H -1.703 -8.247 2.971 0.266
H -3.383 -7.708 2.877 0.331
H -3.354 -7.762 0.456 0.265
H -2.260 -9.113 0.807 0.256
H 0.118 -6.622 1.566 0.263
H -0.742 -5.381 0.635 0.160

2.
89
Properties=species:S:1:pos:R:3:mulliken_charge:R:1 method="wB97M-V/def2-TZVPD" lumo_energy_ev=-0.31 homo_ev=-10.0 energy_ev=-42335.7494 mol_weight_g_mol=495.8 smiles="CCCOCN1C(=O)c2cccc(F)c2C1=O.CCCCCC.CCCCCC.CCCCCC"
C -5.152 2.181 -1.006 -1.411
C -3.872 1.384 -0.815 -0.286
C -3.388 0.724 -2.100 -0.325
O -2.414 -0.277 -1.892 -0.408
C -1.152 0.264 -1.615 -0.654
N -0.144 -0.772 -1.701 0.117
C 1.160 -0.130 -1.873 -0.230
O 1.740 -0.011 -2.892 -0.511
C 1.609 0.207 -0.474 1.124
C 2.481 1.172 0.007 -0.970
C 2.648 1.247 1.391 -0.599
C 1.990 0.386 2.258 -0.825
C 1.123 -0.574 1.748 0.491
F 0.474 -1.405 2.567 -0.341
C 0.936 -0.651 0.381 0.819
C 0.065 -1.532 -0.482 -0.351
O -0.284 -2.644 -0.293 -0.495
H -5.051 2.924 -1.792 0.332
H -6.009 1.535 -1.179 0.360
H -5.354 2.728 -0.088 0.393
H -3.949 0.648 -0.019 0.333
H -3.105 2.086 -0.479 0.284
H -3.028 1.491 -2.793 0.331
H -4.241 0.239 -2.571 0.333
H -0.907 1.021 -2.369 0.422
H -1.168 0.772 -0.640 0.321
H 2.979 1.846 -0.672 0.531
H 3.304 2.005 1.791 0.440
H 2.123 0.476 3.326 0.784
C 1.431 0.354 6.529 -1.279
C 1.309 1.843 6.215 -0.399
C 2.568 2.642 6.549 -0.615
C 2.959 2.640 8.027 -0.789
C 1.884 3.163 8.978 -0.349
C 1.507 4.620 8.726 -1.191
H 1.583 0.177 7.595 0.409
H 0.523 -0.173 6.235 0.351
H 2.270 -0.091 5.988 0.273
H 0.445 2.259 6.740 0.348
H 1.100 1.960 5.147 0.332
H 2.434 3.672 6.207 0.357
H 3.407 2.242 5.968 0.337
H 3.863 3.245 8.146 0.382
H 3.237 1.626 8.330 0.313
H 2.253 3.066 10.002 0.370
H 0.989 2.538 8.917 0.232
H 2.381 5.269 8.815 0.295
H 0.767 4.957 9.453 0.377
H 1.078 4.762 7.733 0.281
C -5.561 2.377 -5.232 -0.879
C -5.812 1.156 -6.113 -0.481
C -4.622 0.201 -6.185 -0.507
C -3.348 0.792 -6.789 -0.551
C -3.503 1.344 -8.205 -0.466
C -3.907 0.287 -9.228 -1.216
H -4.748 2.993 -5.619 0.274
H -6.454 3.003 -5.181 0.424
H -5.306 2.071 -4.215 -0.002
H -6.099 1.481 -7.117 0.281
H -6.669 0.608 -5.714 0.356
H -4.918 -0.686 -6.751 0.355
H -4.391 -0.154 -5.175 0.167
H -2.576 0.017 -6.793 0.409
H -2.970 1.587 -6.139 0.238
H -2.550 1.783 -8.510 0.381
H -4.232 2.160 -8.216 0.241
H -3.176 -0.523 -9.259 0.294
H -3.967 0.721 -10.227 0.383
H -4.883 -0.144 -9.000 0.284
C 5.115 -5.859 1.782 -1.190
C 5.346 -5.080 0.490 -0.468
C 4.738 -3.680 0.508 -0.886
C 3.217 -3.640 0.661 0.330
C 2.437 -4.402 -0.408 -0.628
C 2.652 -3.857 -1.817 -1.141
H 4.053 -6.030 1.965 0.284
H 5.600 -6.836 1.736 0.387
H 5.525 -5.321 2.639 0.290
H 4.956 -5.651 -0.356 0.235
H 6.423 -4.987 0.325 0.389
H 5.027 -3.158 -0.409 0.344
H 5.186 -3.109 1.329 0.404
H 2.898 -2.591 0.653 -0.490
H 2.939 -4.028 1.645 0.441
H 1.377 -4.345 -0.168 0.333
H 2.699 -5.464 -0.384 0.469
H 2.367 -2.804 -1.878 0.116
H 2.044 -4.405 -2.538 0.359
H 3.693 -3.943 -2.133 0.396

3.
102
Properties=species:S:1:pos:R:3:mulliken_charge:R:1 method="wB97M-V/def2-TZVPD" lumo_energy_ev=0.36 homo_ev=-8.9 energy_ev=-67723.9064 mol_weight_g_mol=698.8 smiles="C[C@H](O)COC(=O)NCCCNCc1ccccc1O.CCOC(=O)OC.CCOC(=O)OC.CCOC(=O)OC.CCOC(=O)OC"
C -4.335 -3.728 1.905 -0.913
C -3.790 -3.235 0.493 0.130
O -3.545 -4.362 -0.353 -0.547
C -2.452 -2.383 0.739 -0.377
O -2.600 -1.750 2.023 -0.104
C -1.368 -1.448 2.613 0.126
O -1.132 -0.284 2.827 -0.559
N -0.386 -2.425 3.005 -0.269
C -0.996 -3.702 3.474 -0.287
C 0.070 -4.437 4.414 -0.502
C 0.057 -6.010 4.260 -0.580
N 1.395 -6.643 4.284 -0.335
C 1.666 -7.418 3.045 -0.913
C 2.282 -6.452 1.954 0.356
C 2.837 -5.166 2.396 -0.354
C 3.396 -4.190 1.440 -0.836
C 3.400 -4.536 0.012 -0.405
C 2.870 -5.832 -0.422 -0.559
C 2.308 -6.801 0.540 0.284
O 1.821 -8.037 0.058 -0.524
H -5.080 -4.566 1.773 0.378
H -3.492 -4.141 2.528 0.029
H -4.853 -2.904 2.465 0.251
H -4.541 -2.515 0.070 0.369
H -4.177 -4.314 -1.088 0.364
H -2.428 -1.642 -0.116 0.168
H -1.536 -3.027 0.662 0.398
H 0.299 -2.594 2.263 0.289
H -1.247 -4.380 2.605 0.173
H -1.903 -3.484 4.096 0.372
H 1.059 -3.955 4.228 0.301
H -0.230 -4.183 5.465 0.343
H -0.565 -6.260 3.361 0.249
H -0.502 -6.411 5.159 0.263
H 1.412 -7.347 5.026 0.312
H 0.691 -7.801 2.616 0.309
H 2.319 -8.313 3.215 0.408
H 2.868 -4.858 3.465 0.602
H 3.781 -3.221 1.828 0.389
H 3.804 -3.764 -0.681 0.487
H 2.895 -6.081 -1.512 0.368
H 2.625 -8.449 -0.314 0.355
C 1.248 -0.351 -2.900 -0.978
C 1.797 -1.645 -3.466 0.023
O 2.709 -1.393 -4.543 -0.388
C 3.931 -0.990 -4.179 0.817
O 4.321 -0.835 -3.048 -0.558
O 4.642 -0.765 -5.289 -0.367
C 5.943 -0.234 -5.040 -0.399
H 0.808 0.258 -3.692 0.305
H 0.487 -0.554 -2.143 0.235
H 2.037 0.245 -2.439 0.291
H 0.978 -2.234 -3.882 0.309
H 2.273 -2.255 -2.694 0.126
H 6.498 -0.856 -4.337 0.298
H 5.862 0.787 -4.668 0.073
H 6.483 -0.216 -5.985 0.246
C -8.656 2.097 1.536 -1.138
C -7.822 2.890 0.548 -0.273
O -6.453 2.962 0.966 -0.226
C -5.724 1.856 0.751 0.586
O -6.117 0.837 0.242 -0.615
O -4.486 2.066 1.226 -0.214
C -3.635 0.917 1.147 -0.791
H -8.542 2.501 2.544 0.301
H -9.711 2.126 1.258 0.377
H -8.339 1.054 1.572 0.297
H -8.188 3.917 0.507 0.329
H -7.894 2.480 -0.461 0.335
H -3.607 0.515 0.133 0.331
H -3.970 0.158 1.851 0.310
H -2.629 1.226 1.425 0.343
C -4.498 5.010 1.663 -0.962
C -3.292 4.984 0.747 0.009
O -3.268 6.132 -0.116 -0.375
C -2.857 7.270 0.450 0.736
O -2.504 7.411 1.592 -0.545
O -2.927 8.241 -0.473 -0.348
C -2.605 9.537 0.028 -0.637
H -5.415 5.123 1.086 0.173
H -4.558 4.095 2.247 0.280
H -4.449 5.855 2.354 0.468
H -3.350 4.110 0.098 0.157
H -2.359 4.907 1.309 0.264
H -1.637 9.540 0.528 0.293
H -3.388 9.878 0.707 0.289
H -2.560 10.218 -0.821 0.225
C 7.944 6.967 -4.063 -1.094
C 6.813 6.315 -4.834 -0.177
O 6.868 4.886 -4.727 -0.355
C 6.424 4.378 -3.571 0.741
O 5.985 5.005 -2.642 -0.553
O 6.575 3.048 -3.619 -0.331
C 6.227 2.381 -2.404 -0.633
H 8.907 6.557 -4.375 0.291
H 7.948 8.046 -4.226 0.355
H 7.850 6.783 -2.992 0.313
H 6.914 6.550 -5.894 0.288
H 5.838 6.687 -4.511 0.308
H 5.222 2.648 -2.076 0.311
H 6.958 2.615 -1.628 0.325
H 6.253 1.309 -2.592 0.187